No. 1
Formula: C25H20BrFN2O4S2Sr
Source: the OMol25 dataset
Level of theory: ωB97M-V/def2-TZVPD

- charge = -2
- E_LUMO (eV) = 3.756
- energy above the lowest of the compared OMol25 structures with the same formula, charge and spin (kJ/mol) = 82.0
- highest occupied orbital energy (eV) = -0.99

Each line ends with the natural charge from an NBO analysis.
Cartesian coordinates (Å):
Sr 10.79020 17.58415 12.31846  1.71
S 9.37881 16.84668 14.88504  -0.43
C 7.86750 16.99977 14.19445  0.04
C 6.79186 16.52615 15.01808  -0.27
C 5.46580 16.73550 14.59429  -0.20
C 5.26948 17.51814 13.43565  -0.36
C 6.39363 17.79112 12.57552  0.05
N 7.65203 17.60667 13.00113  -0.54
H 7.02852 15.96474 15.93032  0.22
H 4.66322 16.29791 15.18277  0.19
H 4.30772 17.89037 13.08700  0.19
H 6.30541 18.29979 11.64506  0.17
C 9.96291 15.69112 6.19720  -0.63
C 9.84646 16.73573 7.33879  -0.05
C 9.76737 18.10344 6.93795  -0.17
C 9.66123 19.08839 7.85525  -0.28
C 9.73428 18.71028 9.21291  0.16
Br 9.75557 20.09056 10.53562  0.06
N 9.93879 17.45643 9.59546  -0.46
C 9.86700 16.45509 8.67782  0.04
H 9.40252 14.85598 6.56789  0.23
H 11.00455 15.38503 5.96933  0.22
H 9.46908 16.01159 5.27996  0.20
H 9.72450 18.33559 5.87917  0.20
H 9.47045 20.09619 7.52964  0.22
H 9.83464 15.43928 9.05478  0.26
F 15.65865 20.28299 16.89168  -0.39
C 14.58843 20.00975 15.99220  0.33
C 13.32972 19.57727 16.51361  -0.32
C 12.41775 19.00324 15.64946  -0.25
C 12.71015 18.98300 14.27250  -0.44
C 13.90392 19.39765 13.78984  -0.29
C 14.84662 19.92346 14.66967  -0.32
H 13.04736 19.73203 17.53929  0.19
H 11.51552 18.65653 16.06299  0.20
H 14.15678 19.35698 12.70114  0.20
H 15.77427 20.32990 14.22478  0.19
O 12.40054 15.89723 11.68063  -0.80
C 13.15666 16.79901 11.18094  0.62
O 12.90035 18.01284 11.14537  -0.80
H 14.17561 16.49201 10.82925  0.05
O 12.37296 8.51969 11.72049  -0.69
C 11.55700 9.23278 12.52478  0.77
O 11.30821 8.86958 13.68976  -0.64
C 10.98336 10.58720 12.04744  -0.28
C 11.00350 11.18698 10.77580  -0.19
C 10.53062 12.46643 10.61768  -0.28
C 9.89728 13.15815 11.68766  -0.10
S 9.21903 14.66125 11.34102  -0.43
C 9.81685 12.49074 12.96667  -0.26
C 10.34724 11.25785 13.14629  -0.16
H 12.16663 8.78466 10.78601  0.48
H 11.37267 10.68462 9.90194  0.17
H 10.73606 13.01569 9.73230  0.20
H 9.31573 13.06086 13.76506  0.23
H 10.53273 10.77514 14.05926  0.23

Cartesian forces (eV/Å) of the 2 atoms listed first:
Sr -0.549 -0.326 1.385
S 1.800 0.039 0.218

No. 2
Formula: C17H20N2O4S2
Source: the OMol25 dataset
Level of theory: ωB97M-V/def2-TZVPD

- E_LUMO (eV) = 0.356
- energy above the lowest of the compared OMol25 structures with the same formula, charge and spin (kJ/mol) = 206.7
- highest occupied orbital energy (eV) = -8.42

Each line ends with the natural charge from an NBO analysis.
Cartesian coordinates (Å):
C 5.66522 -0.52604 3.14578  -0.25
H 6.34572 -0.09291 3.87716  0.20
O 5.06458 0.56570 2.49183  -0.49
C 4.14731 0.31741 1.51897  0.30
C 3.57632 1.44158 0.91971  -0.26
C 2.63721 1.29831 -0.07739  -0.18
C 2.23968 0.03597 -0.50595  -0.07
C 2.80644 -1.07568 0.09311  -0.16
C 3.75436 -0.94658 1.09325  -0.27
H 4.17181 -1.83668 1.53650  0.21
H 2.49811 -2.06146 -0.21870  0.21
C 1.18516 -0.10484 -1.57430  -0.23
N -0.06677 0.49109 -1.13858  -0.42
C -0.64004 0.06380 -0.01851  0.37
N -0.17733 -0.92668 0.67899  -0.63
C -0.86370 -1.14811 1.82767  0.68
O -1.80127 -0.42545 2.18094  -0.63
C -0.39114 -2.30032 2.61278  -0.32
C -0.47623 -2.21696 4.11797  -0.39
C -1.41412 -3.10199 3.38167  -0.39
H -2.44138 -2.78424 3.29080  0.23
H -1.27651 -4.17131 3.42856  0.22
H -0.86648 -1.29812 4.52806  0.23
H 0.32680 -2.65873 4.68799  0.22
H 0.44671 -2.81147 2.16109  0.23
S -2.01496 0.99701 0.48541  0.39
C -1.96565 1.98875 -1.10616  -0.41
C -3.23337 1.69183 -1.87913  -0.67
H -3.54694 2.49357 -2.54295  0.24
H -4.05065 1.39437 -1.22984  0.27
S -2.73305 0.31744 -2.95185  2.17
O -2.55936 -0.89452 -2.21028  -0.93
O -3.52306 0.26739 -4.14896  -0.93
C -1.10269 1.06571 -3.27328  -0.67
H -1.25835 1.87751 -3.97684  0.25
C -0.70385 1.55428 -1.88653  -0.04
H 0.00561 2.39124 -1.96779  0.21
H -0.42459 0.32704 -3.68480  0.26
H -1.91423 3.04097 -0.82403  0.24
H 1.50219 0.41012 -2.48460  0.21
H 1.01905 -1.16383 -1.79114  0.23
H 2.20432 2.18109 -0.52606  0.20
H 3.88712 2.41681 1.25928  0.22
H 4.92305 -1.14219 3.66313  0.18
H 6.23412 -1.14925 2.44817  0.18

Cartesian forces (eV/Å) of the 2 atoms listed first:
C 0.089 -0.159 0.088
H -0.036 -0.081 -0.037

No. 3
Formula: C2H2N2O
Source: the OMol25 dataset
Level of theory: ωB97M-V/def2-TZVPD

- E_LUMO (eV) = 0.724
- energy above the lowest of the compared OMol25 structures with the same formula, charge and spin (kJ/mol) = 209.1
- highest occupied orbital energy (eV) = -9.45

Each line ends with the natural charge from an NBO analysis.
Cartesian coordinates (Å):
C 0.97113 0.47976 0.98387  -0.39
C 0.04221 -0.25078 0.81578  0.30
O -1.06212 -0.89057 0.79956  -0.65
H 1.85659 1.06486 1.05491  0.24
H -1.18170 -1.37657 -0.14667  0.51
N -0.46689 0.04356 -1.45757  -0.05
N -0.15923 0.92974 -2.04989  0.04

Cartesian forces (eV/Å) of the 2 atoms listed first:
C 0.785 0.172 0.059
C 0.619 0.655 1.072

No. 4
Formula: C19H18BBrCrN8O9P2
Source: the OMol25 dataset
Level of theory: ωB97M-V/def2-TZVPD

- <S²> = 0.779
- charge = +3
- E_LUMO (spin up / spin down) (eV) = -13.063 / -13.089
- highest occupied orbital energy (spin up / spin down) (eV) = -16.80 / -16.80
- 2S+1 = 2

Each line ends with the natural charge from an NBO analysis.
Cartesian coordinates (Å):
Cr -0.46787 0.52262 0.30421  0.99
C 3.39073 0.85681 -1.27792  -0.27
C 2.16188 0.26436 -1.20629  0.05
N 1.33575 1.01319 -0.41121  -0.18
N 2.08101 2.04261 0.07276  -0.31
C 3.30805 1.96973 -0.42817  0.13
B 1.51490 2.89403 1.24097  0.91
N 1.25112 1.86246 2.36073  -0.32
C 1.63915 1.70739 3.62523  0.18
C 1.08450 0.51598 4.13551  -0.28
C 0.33337 0.00074 3.12464  0.04
N 0.46196 0.80950 2.01723  -0.15
N 0.11080 3.34765 0.76372  -0.32
C -0.42343 4.55350 0.72555  0.19
C -1.69886 4.48170 0.11346  -0.25
C -1.86832 3.17679 -0.20300  0.06
N -0.77293 2.44570 0.24913  -0.13
N 2.36887 4.03064 1.59522  -0.44
C 2.91895 4.98214 0.76078  -0.07
C 3.48247 5.93065 1.54333  -0.29
C 3.21442 5.50657 2.87047  0.00
N 2.54156 4.37100 2.90580  -0.29
H 4.24478 0.53813 -1.85306  0.29
H 1.81269 -0.62684 -1.69218  0.25
H 4.06271 2.69862 -0.16512  0.28
H 2.27282 2.45017 4.08615  0.30
H 1.23065 0.09766 5.11819  0.29
H -0.24547 -0.90774 3.09222  0.27
H 0.10513 5.40882 1.12874  0.28
H -2.38389 5.29581 -0.06357  0.29
H -2.69520 2.71968 -0.70636  0.26
H 2.86863 4.91331 -0.31800  0.23
H 3.97434 6.83660 1.23203  0.27
H 3.48934 5.99799 3.79149  0.25
O -3.78254 -0.28512 2.83901  -0.94
P -2.99616 0.70428 1.97118  2.56
O -2.57456 1.95982 2.55861  -1.00
O -1.65504 -0.08252 1.39633  -0.67
O -3.74869 0.84747 0.54120  -1.05
P -3.20944 -0.05298 -0.70025  2.56
O -4.06502 0.35708 -1.92325  -0.96
O -3.14640 -1.47476 -0.32251  -1.08
O -1.78077 0.57813 -1.01632  -0.85
H -4.04484 -1.15937 2.50627  0.56
H -4.96816 0.00718 -1.99244  0.56
Br -3.30593 -4.76001 -4.89997  0.53
C -2.43948 -4.04248 -3.48943  -0.04
C -1.78490 -2.78133 -3.64908  -0.17
C -1.15921 -2.22677 -2.56861  -0.14
C -1.16013 -2.91045 -1.33852  0.02
C -1.80709 -4.15938 -1.18530  -0.14
C -2.43590 -4.73570 -2.24810  -0.16
C -0.50965 -2.37076 -0.09605  0.77
O -0.47332 -2.96179 0.92542  -0.42
O 0.05023 -1.08642 -0.15835  -0.48
H -1.78859 -2.28613 -4.61127  0.27
H -0.66902 -1.26978 -2.67503  0.24
H -1.78553 -4.65529 -0.22355  0.28
H -2.92107 -5.69911 -2.15320  0.28

Cartesian forces (eV/Å) of the 2 atoms listed first:
Cr 0.845 0.698 -0.564
C 0.063 0.047 0.053

No. 5
Formula: C59H59AsBrCl3CsN7O6P2
Source: the OMol25 dataset
Level of theory: ωB97M-V/def2-TZVPD

- charge = -2
- E_LUMO (eV) = 3.033
- energy above the lowest of the compared OMol25 structures with the same formula, charge and spin (kJ/mol) = 35.4
- highest occupied orbital energy (eV) = -1.25

Each line ends with the Löwdin charge.
Cartesian coordinates (Å):
Cs -0.09593 1.22999 -0.42207  1.32
C 0.95961 -1.11519 -5.13835  -0.10
N -0.36428 -0.51748 -5.08313  -0.29
C -1.06229 -0.49935 -6.34766  -0.13
P -0.68622 0.69725 -3.99030  0.46
O 0.25593 0.60044 -2.86235  -0.49
O -2.22926 0.44134 -3.60581  -0.29
P -2.75515 -0.49727 -2.37893  0.45
O -2.22274 -0.12166 -1.06243  -0.50
N -4.37183 -0.30094 -2.57640  -0.29
C -5.21064 -0.36409 -1.39365  -0.10
C -5.02934 0.19539 -3.76231  -0.13
N -2.29607 -2.02754 -2.75249  -0.27
C -2.77984 -2.70487 -3.93089  -0.10
C -1.09962 -2.61999 -2.15727  -0.06
N -0.79103 2.15473 -4.71265  -0.28
C 0.47292 2.73808 -5.15288  -0.09
C -1.97674 2.78834 -5.23759  -0.11
H 0.87738 -2.15169 -5.47956  0.08
H 1.40739 -1.10678 -4.14729  0.07
H 1.61976 -0.57639 -5.83046  0.08
H -1.19417 -1.51826 -6.72486  0.08
H -0.52212 0.07779 -7.11209  0.08
H -2.05832 -0.06391 -6.24266  0.07
H -4.61957 -0.61808 -0.51700  0.06
H -6.00929 -1.10244 -1.51982  0.08
H -5.66037 0.61649 -1.20201  0.08
H -4.35008 0.22718 -4.60957  0.06
H -5.40812 1.21211 -3.60324  0.07
H -5.87982 -0.44339 -4.02759  0.08
H -3.64085 -2.18639 -4.35872  0.07
H -3.08746 -3.72669 -3.68983  0.08
H -1.99701 -2.75205 -4.69906  0.07
H -0.76243 -2.03025 -1.30950  0.08
H -0.29552 -2.68148 -2.89798  0.09
H -1.33055 -3.62697 -1.80104  0.09
H 1.30998 2.30639 -4.60689  0.08
H 0.48963 3.79757 -4.89454  0.09
H 0.60140 2.60994 -6.23557  0.08
H -2.86766 2.43277 -4.72606  0.05
H -2.08197 2.62913 -6.32050  0.08
H -1.90648 3.86460 -5.05526  0.09
Br -3.71845 3.16736 -1.79408  0.75
C -2.08788 4.20746 -1.57910  -0.69
C -2.20716 5.54522 -1.26172  -0.13
C -1.02298 6.25152 -1.15509  -0.09
C 0.17768 5.60465 -1.35407  -0.01
C 0.18027 4.24349 -1.64451  -0.20
N -0.97349 3.55830 -1.78597  -0.01
C 1.54392 3.54558 -1.79830  -0.73
O 2.17300 3.86922 -2.82239  -0.03
O 1.87088 2.77724 -0.87050  -0.27
H -3.17378 5.99005 -1.07912  0.09
H -1.03935 7.30021 -0.88442  0.09
H 1.12125 6.12435 -1.26332  0.12
C -1.85505 -2.31700 4.53755  -0.14
C -2.17505 -3.61708 4.13331  -0.14
C -1.58274 -4.11210 2.98327  -0.10
C -0.67992 -3.30970 2.25999  -0.26
C -0.30528 -2.00235 2.62250  -0.07
C -0.95852 -1.56550 3.79893  -0.18
C -0.06408 -3.88196 1.00984  -0.22
C -0.48695 -5.15731 0.46302  -0.01
C 0.06294 -5.63761 -0.67813  -0.05
C 1.04949 -4.88430 -1.36947  -0.20
C 1.64302 -5.26828 -2.59412  -0.06
C 2.55573 -4.45582 -3.20623  -0.11
C 2.91685 -3.21977 -2.61566  -0.09
C 2.35848 -2.83205 -1.43176  -0.02
C 1.40544 -3.66125 -0.77994  -0.26
N 0.86636 -3.19899 0.38044  0.15
H -2.31737 -1.90294 5.43052  0.08
H -2.87007 -4.22838 4.69942  0.07
H -1.83842 -5.12470 2.69328  0.07
H -0.75179 -0.55400 4.15511  0.06
H -1.25704 -5.72390 0.96177  0.08
H -0.25808 -6.59194 -1.08765  0.11
H 1.35673 -6.21403 -3.04358  0.10
H 3.01145 -4.74712 -4.14509  0.09
H 3.64134 -2.58066 -3.10574  0.10
H 2.60554 -1.88886 -0.96072  0.09
Cl 2.68695 5.34559 5.79407  0.57
C 1.58737 4.92337 4.48295  -0.68
C 1.53221 3.61472 4.01999  -0.15
C 0.68903 3.31761 2.97651  -0.51
Cl 0.60229 1.66419 2.42585  0.61
C -0.15469 4.26231 2.29337  -0.52
O -0.89800 3.95614 1.32938  -0.14
C -0.05952 5.55759 2.88191  -0.56
Cl -1.11817 6.82257 2.25583  0.62
C 0.78204 5.89500 3.92384  -0.18
H 2.14122 2.83582 4.45782  0.09
H 0.79494 6.91218 4.29114  0.09
C 6.83728 -3.12773 0.22549  -0.12
C 6.81033 -1.74878 0.36447  -0.10
C 5.69669 -1.11850 0.90737  -0.10
C 4.59715 -1.85735 1.31752  -0.36
C 4.62749 -3.24156 1.16364  -0.13
C 5.73829 -3.87604 0.63038  -0.10
As 2.88703 -1.06089 1.93390  1.37
C 2.99888 -1.85249 3.70435  -0.31
C 2.51733 -3.10204 4.05474  -0.09
C 2.67687 -3.54546 5.36147  -0.09
C 3.29258 -2.72981 6.30435  -0.11
C 3.75130 -1.46895 5.95476  -0.04
C 3.60954 -1.02406 4.64399  -0.19
C 4.02657 0.29558 4.12235  -0.19
C 4.62106 1.31878 4.85436  -0.04
C 4.91551 2.52466 4.23566  -0.11
C 4.60848 2.72442 2.89492  -0.09
C 4.01154 1.70877 2.15641  -0.11
C 3.74466 0.49374 2.76965  -0.36
H 7.70537 -3.61853 -0.19867  0.09
H 7.65762 -1.15073 0.04972  0.09
H 5.69419 -0.03976 1.01182  0.09
H 3.77353 -3.84343 1.45736  0.09
H 5.73734 -4.95415 0.52142  0.09
H 1.98543 -3.70422 3.33030  0.09
H 2.29319 -4.51721 5.64814  0.09
H 3.39853 -3.07436 7.32676  0.09
H 4.20886 -0.83083 6.70178  0.10
H 4.83357 1.18811 5.90932  0.10
H 5.34734 3.33384 4.81202  0.09
H 4.79322 3.68577 2.43217  0.11
H 3.71978 1.89289 1.12719  0.10
C -7.08206 2.13532 2.06863  -0.06
C -5.63488 1.73167 2.11930  -0.29
C -5.24717 0.39875 2.08445  -0.06
C -3.89204 0.08749 2.08857  -0.15
N -2.92654 0.99439 2.13555  0.10
C -3.29414 2.27464 2.19432  -0.11
C -4.62287 2.67943 2.18285  -0.03
H -7.73683 1.26345 2.02928  0.07
H -7.27804 2.74291 1.18218  0.07
H -7.37018 2.73044 2.93764  0.07
H -5.98626 -0.39423 2.04336  0.10
H -3.56076 -0.94761 2.05396  0.11
H -2.49092 3.00287 2.17809  0.08
H -4.84775 3.74029 2.20006  0.11

Cartesian forces (eV/Å) of the 2 atoms listed first:
Cs -0.466 -1.065 2.274
C 0.030 -0.006 0.056

No. 6
Formula: C4H8O2
Source: the OMol25 dataset
Level of theory: ωB97M-V/def2-TZVPD

- E_LUMO (eV) = 0.811
- energy above the lowest of the compared OMol25 structures with the same formula, charge and spin (kJ/mol) = 188.1
- highest occupied orbital energy (eV) = -9.85

Each line ends with the natural charge from an NBO analysis.
Cartesian coordinates (Å):
C -1.84495 0.61831 -0.45591  -0.25
O -0.62322 1.02775 0.11988  -0.54
C 0.56776 0.26639 -0.07924  -0.01
C 1.34862 -0.02253 1.22920  -0.62
C 0.43585 -1.03034 -0.84922  0.40
O 1.31094 -1.86197 -0.82283  -0.51
H -2.57150 1.43307 -0.34089  0.20
H -1.76657 0.40248 -1.52831  0.16
H -2.24884 -0.27033 0.04509  0.17
H 1.19750 0.91799 -0.69637  0.20
H 1.60254 0.92680 1.70588  0.22
H 0.71738 -0.59615 1.91342  0.21
H 2.28464 -0.59464 1.07483  0.24
H -0.45818 -1.21543 -1.46763  0.12

Cartesian forces (eV/Å) of the 2 atoms listed first:
C -0.180 -0.207 -0.109
O 0.140 0.000 0.496

Results for total energy: -4876.20095; -1866.61017; -262.08427; -6175.24800; -10011.86538; -307.64077 (in hartree, following the order of the records).